23
Properties=species:S:1:pos:R:3:lowdin_charge:R:1 method="wB97M-V/def2-TZVPD" multiplicity=1 energy_ev=-9559.858 e_above_lowest_kcal_mol=7.47 fmax_ha_per_bohr=0.0318 gap_ev=10.0 lumo_ev=1.0
C 1.96 0.16 0.94 -0.065
C 0.49 -0.07 1.04 -0.293
C -0.07 -1.25 0.55 -0.063
C -1.44 -1.44 0.59 -0.094
C -2.28 -0.52 1.21 -0.094
C -1.69 0.60 1.79 -0.095
C -0.33 0.84 1.72 -0.050
H 2.47 -0.09 0.01 0.057
H 2.47 -0.50 1.66 0.083
H 2.31 1.13 1.27 0.078
H 0.56 -2.02 0.12 0.115
H -1.88 -2.32 0.15 0.097
H -3.34 -0.71 1.25 0.097
H -2.37 1.31 2.25 0.098
H 0.09 1.64 2.32 0.111
C 1.00 0.41 -3.82 -0.171
C 1.18 0.83 -2.36 -0.165
H 1.75 0.87 -4.47 0.061
H 1.12 -0.67 -3.93 0.060
H 0.03 0.71 -4.22 0.058
H 2.13 0.41 -2.02 0.049
H 0.32 0.44 -1.82 0.055
H 1.24 1.91 -2.23 0.071

***

23
Properties=species:S:1:pos:R:3:lowdin_charge:R:1 method="wB97M-V/def2-TZVPD" multiplicity=1 energy_ev=-9559.873 e_above_lowest_kcal_mol=7.12 fmax_ha_per_bohr=0.0195 gap_ev=10.1 lumo_ev=1.0
C 0.99 -1.80 2.94 -0.056
C -0.02 -1.06 2.10 -0.281
C -1.14 -1.77 1.63 -0.062
C -2.05 -1.17 0.78 -0.091
C -1.85 0.12 0.29 -0.093
C -0.71 0.78 0.69 -0.105
C 0.21 0.20 1.58 -0.053
H 1.49 -2.56 2.34 0.082
H 0.49 -2.25 3.80 0.079
H 1.73 -1.12 3.35 0.072
H -1.21 -2.81 1.89 0.110
H -2.96 -1.71 0.50 0.101
H -2.61 0.58 -0.32 0.100
H -0.49 1.79 0.35 0.092
H 1.13 0.72 1.80 0.108
C 0.96 0.80 -3.27 -0.160
C 0.83 2.20 -2.66 -0.163
H 1.90 0.67 -3.80 0.059
H 0.89 0.04 -2.51 0.054
H 0.16 0.60 -3.98 0.057
H 0.64 2.13 -1.59 0.030
H -0.04 2.74 -3.05 0.060
H 1.66 2.88 -2.85 0.060

***

23
Properties=species:S:1:pos:R:3:lowdin_charge:R:1 method="wB97M-V/def2-TZVPD" multiplicity=1 energy_ev=-9559.559 e_above_lowest_kcal_mol=14.35 fmax_ha_per_bohr=0.0353 gap_ev=9.9 lumo_ev=1.0
C 0.07 1.17 1.70 -0.037
C 0.38 -0.06 0.87 -0.281
C 1.67 -0.32 0.40 -0.056
C 1.95 -1.55 -0.18 -0.095
C 0.95 -2.50 -0.40 -0.097
C -0.31 -2.26 0.13 -0.091
C -0.60 -1.04 0.72 -0.066
H -0.58 0.89 2.53 0.083
H -0.50 1.87 1.09 0.035
H 0.99 1.58 2.11 0.079
H 2.42 0.41 0.66 0.106
H 2.97 -1.84 -0.38 0.100
H 1.25 -3.38 -0.94 0.098
H -1.08 -3.00 -0.07 0.101
H -1.61 -0.71 0.92 0.112
C -2.01 2.68 -0.80 -0.171
C -1.19 2.15 -1.97 -0.158
H -2.50 3.64 -1.01 0.064
H -2.73 1.92 -0.50 0.066
H -1.41 2.94 0.06 0.030
H -0.16 2.51 -1.89 0.065
H -1.65 2.21 -2.95 0.061
H -0.96 1.09 -1.81 0.054

***

23
Properties=species:S:1:pos:R:3:lowdin_charge:R:1 method="wB97M-V/def2-TZVPD" multiplicity=1 energy_ev=-9557.712 e_above_lowest_kcal_mol=56.96 fmax_ha_per_bohr=0.0998 gap_ev=10.3 lumo_ev=1.0
C -0.86 1.68 1.03 -0.061
C 0.32 0.75 1.28 -0.314
C 1.32 1.12 2.08 -0.031
C 2.29 0.08 2.22 -0.110
C 2.18 -1.17 1.80 -0.110
C 0.93 -1.46 1.19 -0.125
C 0.09 -0.52 0.77 -0.095
H -1.51 1.71 1.92 0.088
H -1.63 1.30 0.37 0.046
H -0.49 2.68 0.61 0.104
H 1.32 1.95 2.71 0.102
H 3.31 0.25 2.64 0.118
H 2.81 -2.04 2.01 0.111
H 0.81 -2.57 1.05 0.120
H -0.85 -1.04 0.20 0.159
C -1.24 0.40 -2.84 -0.206
C -1.29 -1.07 -2.66 -0.214
H -0.60 0.78 -1.99 0.061
H -0.84 0.86 -3.86 0.109
H -2.27 0.71 -2.75 0.049
H -2.29 -1.44 -2.48 0.056
H -0.66 -1.39 -1.74 0.057
H -0.84 -1.56 -3.58 0.085

***

23
Properties=species:S:1:pos:R:3:lowdin_charge:R:1 method="wB97M-V/def2-TZVPD" multiplicity=1 energy_ev=-9559.375 e_above_lowest_kcal_mol=18.59 fmax_ha_per_bohr=0.0409 gap_ev=9.9 lumo_ev=1.0
C -0.13 0.15 -0.73 -0.054
C 1.32 -0.19 -0.48 -0.282
C 2.23 0.61 0.19 -0.059
C 3.41 0.07 0.70 -0.100
C 3.81 -1.22 0.39 -0.095
C 2.95 -1.97 -0.42 -0.096
C 1.79 -1.45 -0.92 -0.063
H -0.42 0.05 0.33 0.090
H -0.63 -0.59 -1.35 0.071
H -0.51 1.12 -1.07 0.078
H 1.93 1.61 0.48 0.110
H 4.06 0.71 1.27 0.097
H 4.79 -1.56 0.70 0.097
H 3.29 -2.98 -0.61 0.100
H 1.26 -1.90 -1.75 0.109
C -3.76 0.98 -0.37 -0.161
C -3.55 0.92 1.15 -0.172
H -3.51 1.98 -0.72 0.061
H -3.14 0.23 -0.84 0.043
H -4.80 0.80 -0.57 0.055
H -2.65 1.49 1.40 0.055
H -3.36 -0.11 1.46 0.058
H -4.38 1.26 1.76 0.057

***

23
Properties=species:S:1:pos:R:3:lowdin_charge:R:1 method="wB97M-V/def2-TZVPD" multiplicity=1 energy_ev=-9558.355 e_above_lowest_kcal_mol=42.13 fmax_ha_per_bohr=0.0886 gap_ev=9.9 lumo_ev=1.0
C -1.11 0.13 -2.46 -0.044
C -1.27 0.08 -0.93 -0.233
C -0.48 0.95 -0.13 -0.078
C -0.79 1.00 1.19 -0.126
C -1.82 0.24 1.79 -0.113
C -2.24 -0.82 1.08 -0.119
C -2.18 -0.85 -0.34 -0.025
H -0.38 -0.65 -2.68 0.084
H -0.71 1.02 -2.75 0.034
H -2.00 -0.10 -3.04 0.077
H 0.48 1.21 -0.55 0.098
H -0.43 1.75 1.89 0.105
H -2.20 0.42 2.82 0.116
H -3.01 -1.50 1.55 0.116
H -2.65 -1.56 -0.99 0.099
C 2.29 -0.49 1.01 -0.169
C 2.96 0.14 -0.23 -0.153
H 1.23 -0.40 1.11 0.008
H 2.37 -1.55 1.40 0.088
H 2.57 0.21 1.76 0.047
H 3.90 -0.39 -0.32 0.049
H 3.06 1.26 -0.04 0.098
H 2.43 -0.10 -1.14 0.041

***

23
Properties=species:S:1:pos:R:3:lowdin_charge:R:1 method="wB97M-V/def2-TZVPD" multiplicity=1 energy_ev=-9559.946 e_above_lowest_kcal_mol=5.43 fmax_ha_per_bohr=0.0183 gap_ev=10.0 lumo_ev=1.0
C -0.72 -2.79 -0.32 -0.055
C -1.08 -1.36 -0.02 -0.279
C -0.10 -0.46 0.41 -0.065
C -0.41 0.84 0.69 -0.093
C -1.72 1.31 0.54 -0.091
C -2.70 0.44 0.09 -0.091
C -2.37 -0.88 -0.21 -0.058
H 0.19 -2.94 -0.90 0.078
H -1.53 -3.31 -0.82 0.073
H -0.62 -3.29 0.65 0.083
H 0.90 -0.86 0.56 0.101
H 0.33 1.58 0.95 0.085
H -1.96 2.33 0.80 0.099
H -3.71 0.75 -0.12 0.101
H -3.10 -1.59 -0.58 0.105
C 2.83 1.25 -0.08 -0.182
C 4.20 1.38 -0.75 -0.165
H 2.96 1.16 1.00 0.072
H 2.21 2.13 -0.24 0.061
H 2.30 0.38 -0.42 0.039
H 4.12 1.88 -1.71 0.060
H 4.66 0.41 -0.92 0.061
H 4.90 1.98 -0.16 0.060

***

23
Properties=species:S:1:pos:R:3:lowdin_charge:R:1 method="wB97M-V/def2-TZVPD" multiplicity=1 energy_ev=-9558.988 e_above_lowest_kcal_mol=27.53 fmax_ha_per_bohr=0.0510 gap_ev=9.8 lumo_ev=1.0
C 2.04 -0.23 -1.26 -0.065
C 1.63 -0.71 0.09 -0.271
C 0.70 -1.78 0.07 -0.071
C -0.03 -2.15 1.17 -0.078
C 0.49 -1.65 2.38 -0.113
C 1.58 -0.83 2.48 -0.100
C 2.18 -0.34 1.32 -0.044
H 1.29 -0.45 -2.02 0.071
H 3.06 -0.46 -1.56 0.080
H 1.97 0.86 -1.23 0.079
H 0.45 -2.11 -0.96 0.108
H -0.78 -2.95 1.10 0.108
H -0.14 -1.82 3.25 0.100
H 2.03 -0.50 3.38 0.095
H 3.01 0.32 1.32 0.101
C -2.38 1.36 -0.57 -0.169
C -2.51 2.23 -1.87 -0.172
H -1.43 1.65 -0.09 0.056
H -3.05 1.81 0.17 0.054
H -2.56 0.32 -0.80 0.055
H -2.69 1.60 -2.78 0.072
H -1.58 2.83 -1.85 0.055
H -3.29 2.99 -1.73 0.052

***

23
Properties=species:S:1:pos:R:3:lowdin_charge:R:1 method="wB97M-V/def2-TZVPD" multiplicity=1 energy_ev=-9558.319 e_above_lowest_kcal_mol=42.95 fmax_ha_per_bohr=0.0946 gap_ev=9.9 lumo_ev=1.0
C -0.76 1.55 -0.69 -0.069
C 0.34 1.04 0.18 -0.358
C 1.47 0.62 -0.39 -0.093
C 2.61 0.53 0.42 -0.085
C 2.52 0.89 1.74 -0.140
C 1.30 0.92 2.38 -0.080
C 0.11 0.95 1.57 -0.019
H -0.50 1.72 -1.81 0.108
H -1.17 2.52 -0.23 0.108
H -1.60 0.86 -0.98 0.046
H 1.55 0.48 -1.47 0.121
H 3.55 0.17 -0.09 0.120
H 3.47 0.81 2.29 0.107
H 1.30 0.99 3.49 0.111
H -0.91 0.95 1.95 0.111
C -2.27 -1.56 -1.32 -0.205
C -0.99 -2.06 -0.74 -0.197
H -2.37 -1.70 -2.46 0.084
H -3.24 -2.28 -1.02 0.122
H -2.60 -0.58 -1.03 0.009
H -0.79 -1.89 0.30 0.048
H -0.06 -1.73 -1.26 0.070
H -0.97 -3.19 -0.84 0.082

***

23
Properties=species:S:1:pos:R:3:lowdin_charge:R:1 method="wB97M-V/def2-TZVPD" multiplicity=1 energy_ev=-9559.758 e_above_lowest_kcal_mol=9.76 fmax_ha_per_bohr=0.0386 gap_ev=10.0 lumo_ev=1.0
C -2.79 0.18 -0.60 -0.054
C -1.56 0.68 0.10 -0.280
C -0.48 -0.20 0.31 -0.078
C 0.64 0.22 0.94 -0.099
C 0.79 1.54 1.39 -0.084
C -0.25 2.43 1.17 -0.084
C -1.41 2.00 0.50 -0.050
H -2.68 -0.42 -1.49 0.077
H -3.47 0.99 -0.85 0.068
H -3.32 -0.38 0.19 0.091
H -0.63 -1.22 -0.01 0.102
H 1.53 -0.39 1.03 0.085
H 1.69 1.82 1.93 0.099
H -0.20 3.48 1.39 0.095
H -2.26 2.63 0.28 0.106
C 1.90 -2.19 -0.86 -0.182
C 2.44 -3.10 -1.96 -0.164
H 1.74 -2.78 0.05 0.075
H 2.59 -1.39 -0.58 0.060
H 0.95 -1.74 -1.13 0.036
H 3.00 -2.52 -2.70 0.062
H 1.64 -3.62 -2.49 0.060
H 3.14 -3.85 -1.58 0.060

***

23
Properties=species:S:1:pos:R:3:lowdin_charge:R:1 method="wB97M-V/def2-TZVPD" multiplicity=1 energy_ev=-9559.707 e_above_lowest_kcal_mol=10.93 fmax_ha_per_bohr=0.0407 gap_ev=10.0 lumo_ev=1.0
C -0.69 -1.86 0.84 -0.067
C -0.98 -0.41 1.09 -0.288
C -0.73 0.03 2.40 -0.053
C -0.99 1.35 2.74 -0.077
C -1.46 2.18 1.71 -0.109
C -1.56 1.79 0.38 -0.079
C -1.36 0.45 0.08 -0.057
H 0.21 -2.24 1.32 0.075
H -0.57 -2.20 -0.19 0.071
H -1.50 -2.48 1.24 0.084
H -0.29 -0.69 3.07 0.109
H -0.72 1.78 3.69 0.098
H -1.85 3.16 1.99 0.095
H -1.96 2.57 -0.25 0.097
H -1.42 0.15 -0.96 0.101
C 2.53 -0.57 -1.92 -0.182
C 1.39 -0.32 -2.90 -0.161
H 3.49 -0.36 -2.40 0.061
H 2.48 0.09 -1.06 0.059
H 2.63 -1.60 -1.55 0.059
H 0.45 -0.56 -2.39 0.038
H 1.48 -0.98 -3.76 0.062
H 1.43 0.73 -3.19 0.065

***

23
Properties=species:S:1:pos:R:3:lowdin_charge:R:1 method="wB97M-V/def2-TZVPD" multiplicity=1 energy_ev=-9557.941 e_above_lowest_kcal_mol=51.67 fmax_ha_per_bohr=0.0934 gap_ev=9.7 lumo_ev=1.0
C 1.00 -0.99 -1.71 -0.076
C -0.29 -0.48 -1.30 -0.294
C -0.62 0.94 -1.19 -0.043
C -1.95 1.34 -1.01 -0.064
C -2.90 0.35 -0.44 -0.104
C -2.56 -0.96 -0.55 -0.142
C -1.36 -1.41 -1.17 -0.033
H 1.01 -2.10 -1.79 0.097
H 1.70 -0.70 -0.95 0.044
H 1.21 -0.53 -2.69 0.099
H 0.07 1.80 -1.23 0.110
H -2.45 2.27 -0.85 0.074
H -3.82 0.53 0.24 0.127
H -3.29 -1.70 -0.23 0.092
H -1.26 -2.48 -1.34 0.100
C 1.77 -0.04 1.68 -0.205
C 2.14 1.12 2.47 -0.167
H 1.03 -0.74 2.09 0.089
H 1.58 0.21 0.62 0.042
H 2.55 -0.67 1.40 0.041
H 1.17 1.39 2.81 0.051
H 2.50 1.89 1.79 0.078
H 2.77 0.94 3.37 0.082

***

Repeat the fifth record exactly.
23
Properties=species:S:1:pos:R:3:lowdin_charge:R:1 method="wB97M-V/def2-TZVPD" multiplicity=1 energy_ev=-9559.375 e_above_lowest_kcal_mol=18.59 fmax_ha_per_bohr=0.0409 gap_ev=9.9 lumo_ev=1.0
C -0.13 0.15 -0.73 -0.054
C 1.32 -0.19 -0.48 -0.282
C 2.23 0.61 0.19 -0.059
C 3.41 0.07 0.70 -0.100
C 3.81 -1.22 0.39 -0.095
C 2.95 -1.97 -0.42 -0.096
C 1.79 -1.45 -0.92 -0.063
H -0.42 0.05 0.33 0.090
H -0.63 -0.59 -1.35 0.071
H -0.51 1.12 -1.07 0.078
H 1.93 1.61 0.48 0.110
H 4.06 0.71 1.27 0.097
H 4.79 -1.56 0.70 0.097
H 3.29 -2.98 -0.61 0.100
H 1.26 -1.90 -1.75 0.109
C -3.76 0.98 -0.37 -0.161
C -3.55 0.92 1.15 -0.172
H -3.51 1.98 -0.72 0.061
H -3.14 0.23 -0.84 0.043
H -4.80 0.80 -0.57 0.055
H -2.65 1.49 1.40 0.055
H -3.36 -0.11 1.46 0.058
H -4.38 1.26 1.76 0.057